Entry 1:
Here is a molecular structure, C38H52N2O2P2Ru at a distorted geometry from the OMol25 dataset. Energies are from wB97M-V/def2-TZVPD.

Kohn-Sham gap (spin up / spin down) = 5.865 / 3.900 eV
ΔE to the lowest compared entry with this formula, charge and spin = 171.5 kcal/mol
Total charge = +2
2S+1 = 5
Electronic energy = -68457.6789 eV
LUMO (spin up / spin down) = -0.22764 / -0.32914 hartree

Geometry as XYZ:
```
97
Properties=species:S:1:pos:R:3:forces:R:3
Ru 0.3858 -2.2570 -2.3159 2.48 0.46 3.76
C -0.8498 -3.1004 0.5752 1.42 -0.89 -0.60
C 0.4810 -3.2210 -0.1789 -0.19 2.15 0.80
C 0.6939 -2.0334 1.9002 -1.42 0.07 0.59
C -0.6604 -2.4415 1.7807 0.84 1.06 0.58
C 1.4028 -2.4234 0.7854 -0.90 -1.76 -0.95
C -2.0438 -3.9534 0.3937 -0.46 -0.54 -0.29
H -1.9947 -4.6229 -0.4743 0.03 0.29 0.15
H -2.9878 -3.3750 0.3371 0.44 -0.25 0.11
H -2.1066 -4.6162 1.2860 -0.16 0.41 -0.43
C -1.6563 -2.2414 2.8604 -0.35 0.20 0.29
H -2.6565 -2.5570 2.5633 0.07 -0.02 0.04
H -1.6944 -1.1740 3.1441 0.02 -0.42 -0.14
H -1.3896 -2.7872 3.7828 0.02 0.10 -0.38
C 1.2346 -1.4651 3.1577 0.18 0.59 0.43
H 1.5580 -2.2288 3.8898 -0.12 0.10 -0.45
H 0.4723 -0.8552 3.6578 0.18 -0.16 -0.10
H 2.0895 -0.8136 2.9623 0.04 -0.08 0.07
C 2.8687 -2.5421 0.8756 0.64 -0.09 0.01
H 3.0914 -3.1933 1.7426 -0.03 0.31 -0.20
H 3.3683 -1.5837 1.0682 -0.14 -0.14 0.08
H 3.3508 -3.0083 0.0255 -0.12 -0.06 -0.20
C 0.9205 -4.6504 -0.1830 0.31 -0.58 -0.89
H 0.9092 -5.0885 0.7937 -0.09 -0.21 0.95
H 1.9443 -4.7622 -0.5305 0.02 -0.07 -0.33
H 0.2593 -5.2623 -0.7854 0.05 -0.20 -0.32
C -1.4301 -0.2105 -4.6719 -1.95 -1.20 -0.59
C -1.8480 -1.4611 -5.0141 -0.51 2.35 -2.11
C -1.1554 -2.3672 -5.9782 0.10 -0.11 0.01
C 0.3696 -2.1443 -5.9736 -0.46 -0.36 -0.43
C 0.9656 -1.7069 -4.6512 0.39 0.75 -0.95
C 1.3618 -0.4296 -4.4753 0.79 -0.02 -1.75
C 0.8767 0.7019 -5.3583 0.33 0.49 -0.13
C -0.6810 0.7451 -5.5122 1.13 0.25 -0.19
H -1.5501 -2.2155 -6.9876 0.03 -0.15 -0.01
H 0.6055 -1.4240 -6.7715 0.16 -0.13 0.49
H -1.3816 -3.4130 -5.7082 -0.01 0.32 -0.11
H -0.9533 0.5777 -6.5592 0.14 0.05 0.15
H -1.9151 0.2173 -3.8100 -0.65 0.22 -0.33
H -2.9079 -1.6618 -4.8891 0.21 -0.58 1.06
H -1.0197 1.7627 -5.2540 0.09 -0.42 -0.15
H 1.2197 1.6558 -4.9255 -0.04 -0.35 -0.08
H 2.2474 -0.0654 -3.8747 -0.85 -0.60 -0.57
H 1.3339 0.6805 -6.3682 -0.04 -0.25 0.55
H 0.8451 -3.0963 -6.2650 0.00 0.41 0.13
H 1.2593 -2.5394 -3.9954 0.75 -0.29 -0.41
P -1.0361 -0.6902 -1.3610 0.27 0.21 0.00
C -2.6468 0.1729 -1.2403 -0.46 -0.05 0.31
C -1.6352 -2.3678 -2.5670 -1.39 0.21 -0.95
P 1.8023 -0.3170 -2.0620 -3.06 -1.34 3.30
C 0.0244 0.5478 -2.1859 1.48 1.80 -1.46
C 3.2027 -1.5281 -2.3279 0.74 0.84 -1.58
C 2.4961 0.8527 -0.8571 0.53 0.20 0.83
H -2.5480 0.9858 -0.4973 0.16 -0.43 -0.32
H -3.3870 -0.5461 -0.8535 0.17 0.29 -0.13
H -3.0095 0.6044 -2.1733 -0.01 -0.07 -0.02
H -1.4514 -2.3423 -3.6824 -0.72 -0.36 1.74
H -2.6795 -2.1235 -2.4001 -0.08 -0.05 -0.15
H -1.5044 -3.3688 -2.1567 0.10 -0.50 0.41
H 3.3940 1.3093 -1.3121 -0.18 -0.23 0.19
H 2.7959 0.3880 0.0997 0.02 0.09 -0.44
H 1.7924 1.6713 -0.6285 0.25 -0.56 -0.25
H 0.0090 1.5497 -1.6374 0.11 -1.56 -0.43
H -0.1287 0.7934 -3.2476 -0.34 -0.30 0.77
H 3.8401 -1.6213 -1.4441 -0.47 0.26 -0.04
H 3.8108 -1.1366 -3.1498 0.36 -0.40 0.05
H 2.8093 -2.5089 -2.6306 0.32 0.22 0.24
O -0.1834 2.5913 -0.3679 -0.28 -0.24 1.54
C -0.4053 2.3564 0.8341 -0.32 0.52 -1.11
N -0.4265 3.4451 1.6881 -0.23 -0.39 -0.26
C -0.4617 3.0029 3.0428 0.48 2.20 0.42
C -0.8114 1.5065 2.8167 -1.15 -2.72 0.99
O -1.1588 0.7587 3.7457 0.77 1.71 -1.57
N -0.6931 1.1960 1.5015 0.47 0.74 -0.05
C 0.9260 3.1031 3.6819 0.02 -0.32 0.17
C 1.1186 2.4341 4.8876 0.27 0.01 0.06
C 2.3723 2.4448 5.4968 -0.19 0.14 -0.05
C 3.4375 3.1377 4.9156 -0.16 0.10 -0.15
C 3.2385 3.8169 3.7076 -0.31 -0.05 -0.05
C 1.9825 3.7987 3.0808 0.19 -0.12 0.14
C -1.5776 3.7415 3.7493 1.58 -0.34 -0.34
C -1.3762 4.4292 4.9479 -0.75 0.59 1.16
C -2.4775 4.9717 5.6204 1.19 -0.21 -0.14
C -3.7586 4.8802 5.0588 -0.37 -0.23 -0.23
C -3.9307 4.2577 3.8124 0.28 -0.19 -0.49
C -2.8336 3.7143 3.1446 -1.73 0.39 -0.03
H -0.0393 4.2959 1.2996 -0.24 0.17 0.53
H 0.2718 1.9021 5.3255 0.35 0.05 -0.03
H 2.4887 1.9161 6.4361 0.15 0.08 -0.06
H 4.4118 3.1670 5.4118 -0.37 -0.05 -0.23
H 4.0530 4.3713 3.2378 -0.22 -0.18 0.21
H 1.8466 4.3268 2.1285 0.16 -0.25 0.51
H -0.3728 4.5353 5.3604 -0.32 -0.12 -0.08
H -2.3279 5.4644 6.5833 -0.09 -0.10 -0.36
H -4.6235 5.2939 5.5907 0.40 -0.16 -0.26
H -4.9159 4.1939 3.3507 0.25 0.09 0.20
H -2.9570 3.2733 2.1549 0.01 -0.05 0.35
```
Positions in Å, forces in eV/Å.


Entry 2:
Here is a molecular structure, C38H53As2GeIrN2O3 from the OMol25 dataset. Energies are from wB97M-V/def2-TZVPD.

Kohn-Sham gap = 7.428 eV
ΔE to the lowest compared entry with this formula, charge and spin = 6.4 kcal/mol
Total charge = +2
Electronic energy = -230409.4433 eV
LUMO = -0.19390 hartree

Geometry as XYZ:
```
100
Properties=species:S:1:pos:R:3:forces:R:3
Ir -0.1808 -0.6411 -1.8076 -0.65 0.13 -0.26
C 3.0597 -1.4357 -0.2565 -0.05 0.03 0.05
As 2.1814 -0.6329 -1.7633 0.13 -0.06 0.13
C 3.0460 -1.3431 -3.3457 0.08 -0.02 0.05
C 2.7683 1.2030 -1.8692 -0.05 0.03 -0.02
C 4.0882 1.5607 -1.6262 0.01 0.00 -0.01
C 4.4864 2.8773 -1.8076 0.00 -0.01 0.01
C 3.5706 3.8376 -2.2188 -0.01 -0.01 0.00
C 2.2523 3.4829 -2.4673 0.02 0.01 -0.03
C 1.8566 2.1605 -2.3023 0.04 -0.04 0.05
As 0.0833 1.5460 -2.6973 0.10 0.08 -0.02
C -1.1537 2.7784 -1.8893 0.01 0.00 0.03
C -0.1570 1.7832 -4.5992 -0.03 0.02 0.01
H 4.1362 -1.3023 -0.3492 0.00 -0.02 0.00
H 2.8221 -2.4984 -0.2385 0.00 0.00 0.02
H 2.7071 -0.9502 0.6547 -0.01 0.02 -0.01
H 4.0959 -1.0561 -3.2884 0.00 -0.01 -0.01
H 2.6224 -0.8786 -4.2367 -0.01 0.00 0.01
H 2.9786 -2.4256 -3.4115 -0.01 0.01 0.00
H 4.8111 0.8274 -1.2899 0.00 0.00 0.00
H 5.5144 3.1571 -1.6202 0.00 0.00 0.00
H 3.8852 4.8642 -2.3495 0.00 0.00 0.00
H 1.5486 4.2381 -2.7972 0.00 0.00 0.00
H -0.9890 3.7767 -2.2921 0.00 0.01 0.02
H -1.0076 2.7780 -0.8099 0.00 -0.01 0.01
H -2.1687 2.4603 -2.1204 -0.01 0.01 -0.01
H 0.1312 2.7980 -4.8699 -0.01 0.00 0.00
H -1.2048 1.6307 -4.8573 0.00 -0.01 -0.01
H 0.4670 1.0833 -5.1532 0.02 0.01 0.01
C -4.6511 -0.9552 -2.3506 -0.03 0.05 -0.05
C -3.4155 -0.4812 -1.6677 -0.16 0.02 -0.10
C -3.5208 0.0622 -0.3021 0.04 0.11 0.20
O -2.3491 -0.5015 -2.2912 0.36 -0.25 0.05
H -5.2452 -1.5721 -1.6763 0.01 -0.01 0.00
H -4.4138 -1.4963 -3.2626 0.00 0.00 0.00
H -5.2664 -0.0851 -2.5984 -0.01 -0.01 0.01
H -4.0828 -0.6113 0.3428 -0.02 -0.02 0.05
H -4.1147 0.9782 -0.3629 -0.09 0.06 0.06
H -2.5571 0.3133 0.1331 -0.01 0.02 0.03
O -0.8294 -2.2136 -0.5469 0.26 -0.04 0.27
C -0.6997 -1.4767 0.4958 0.10 -0.18 -0.05
O -0.2612 -0.2987 0.2793 -0.05 0.06 -0.04
C -1.0897 -2.0165 1.8344 -0.03 0.28 -0.03
C -0.4744 -1.4010 3.0973 0.08 -0.10 -0.15
Ge -0.2952 0.5466 3.4277 -0.22 -0.11 -0.18
C 1.4305 1.1039 2.7046 0.05 -0.03 0.09
C 2.5411 0.4637 3.2634 0.01 0.06 0.00
C 3.8348 0.8201 2.9069 0.01 0.00 -0.02
C 4.0400 1.8448 1.9927 0.00 -0.01 -0.02
C 2.9482 2.4892 1.4278 0.01 0.03 -0.04
C 1.6569 2.1120 1.7714 -0.01 -0.03 -0.03
C -0.2265 0.7875 5.3558 0.06 -0.02 -0.04
C 0.5881 1.7798 5.8996 0.02 -0.02 0.03
C 0.5935 2.0204 7.2665 0.00 0.01 0.00
C -0.2161 1.2697 8.1062 0.00 0.00 0.00
C -1.0323 0.2793 7.5785 0.00 0.00 0.00
C -1.0372 0.0424 6.2115 0.02 0.01 -0.01
C -1.8977 1.4729 2.7871 0.06 -0.02 -0.08
C -1.9150 2.7592 2.2456 -0.01 -0.05 -0.02
C -3.1146 3.3921 1.9410 -0.01 0.00 -0.01
C -4.3226 2.7537 2.1873 0.00 -0.01 -0.01
C -4.3255 1.4787 2.7370 0.00 -0.01 -0.01
C -3.1231 0.8475 3.0276 -0.01 0.00 -0.03
H -0.8693 -3.0847 1.7798 -0.10 -0.02 0.04
H -2.1842 -1.9400 1.8540 0.02 0.03 0.01
H 0.5405 -1.7952 3.1976 0.00 0.03 0.12
H -1.0351 -1.8008 3.9431 0.06 -0.06 0.03
H 2.4028 -0.3003 4.0223 -0.01 0.00 -0.01
H 4.6792 0.3226 3.3668 0.00 0.00 0.00
H 5.0468 2.1556 1.7425 0.00 0.00 0.00
H 3.0998 3.3080 0.7351 0.01 -0.02 -0.02
H 0.8245 2.6297 1.3114 -0.03 0.01 0.00
H 1.2337 2.3689 5.2573 -0.01 0.01 0.00
H 1.2304 2.7934 7.6764 0.00 0.00 0.00
H -0.2110 1.4555 9.1720 0.00 0.00 0.00
H -1.6636 -0.3086 8.2317 0.00 0.00 0.00
H -1.6853 -0.7349 5.8207 -0.01 0.00 0.01
H -0.9895 3.2996 2.0929 0.02 0.03 0.02
H -3.1092 4.4000 1.5447 0.01 0.00 0.00
H -5.2570 3.2594 1.9800 0.00 0.00 0.00
H -5.2637 0.9861 2.9602 0.00 0.00 0.00
H -3.1494 -0.1400 3.4794 0.00 0.00 0.02
C 0.5504 -4.0705 -4.9727 -0.01 0.01 0.01
C -0.2212 -4.0654 -3.6563 0.03 -0.02 -0.03
C -1.2152 -5.2239 -3.6325 0.01 0.00 -0.03
C 0.7234 -4.1862 -2.4599 0.00 -0.05 -0.01
N -1.0838 -2.8604 -3.6150 -0.09 0.00 0.02
N -0.3961 -1.5848 -3.6523 -0.03 0.17 -0.04
H 1.0750 -5.0179 -5.0896 0.00 0.00 0.00
H 1.3183 -3.2899 -5.0206 0.01 -0.02 -0.01
H -0.1268 -3.9451 -5.8174 0.00 -0.01 -0.01
H -0.6800 -6.1715 -3.6767 0.00 0.00 0.01
H -1.8958 -5.1686 -4.4810 0.00 0.00 0.00
H -1.8003 -5.2161 -2.7100 0.00 0.00 0.00
H 1.2806 -5.1211 -2.5249 0.01 0.00 -0.01
H 0.1689 -4.1784 -1.5221 0.02 -0.01 -0.02
H 1.4552 -3.3771 -2.4360 -0.04 0.01 0.03
H -1.6355 -2.8664 -2.7622 0.05 0.01 0.03
H -1.0097 -0.9959 -4.2126 0.07 -0.01 -0.07
H 0.4452 -1.7222 -4.2089 0.03 -0.03 0.06
```
Positions in Å, forces in eV/Å.


Entry 3:
Here is a molecular structure, C38H53BrEuNP3 at a distorted geometry from the OMol25 dataset. Energies are from wB97M-V/def2-TZVPD.

Kohn-Sham gap (spin up / spin down) = 6.819 / 6.887 eV
Total charge = +2
2S+1 = 8
Electronic energy = -158979.3298 eV
LUMO (spin up / spin down) = -0.23455 / -0.23333 hartree

Geometry as XYZ:
```
97
Properties=species:S:1:pos:R:3:forces:R:3
N -4.9637 -1.5768 2.9740 0.18 -0.13 0.31
C -4.2099 -0.5730 3.4337 -0.01 0.26 -0.58
C -4.0085 0.5924 2.6902 -0.42 0.18 -0.57
C -4.6103 0.7060 1.4116 -1.26 -0.96 0.68
C -5.3500 -0.3945 0.9156 0.20 0.10 0.66
C -5.5203 -1.5010 1.7612 0.26 0.60 -0.37
C -4.3878 1.9073 0.6400 0.05 0.29 -0.57
Eu 0.1558 0.9804 -1.2312 0.71 -1.78 1.35
P 2.8307 0.1017 -2.1747 -1.18 0.16 0.38
C -4.4178 1.9946 -0.7280 -0.54 0.17 0.30
C -3.2055 2.4667 -1.3938 0.15 0.67 -0.05
C -2.8526 1.9497 -2.6658 0.23 0.09 0.56
C -1.5630 2.1352 -3.1822 0.23 0.49 0.20
C -0.6839 2.9851 -2.4863 0.48 1.20 -1.11
C -0.9834 3.4975 -1.2087 -0.76 0.23 -0.82
C -2.2479 3.2254 -0.6768 0.60 0.02 -0.26
Br 1.0475 3.5173 -3.3645 -1.97 -0.03 0.84
H -4.0290 2.7483 1.2429 0.92 -0.47 -0.31
H -5.2505 1.6003 -1.3438 1.05 -0.70 0.41
H -3.4141 1.4261 3.0722 -0.15 -0.27 0.01
H -5.8010 -0.3504 -0.0802 0.10 -0.14 0.43
H -3.7332 -0.6671 4.4229 -0.42 -0.15 -0.49
H -6.1176 -2.3607 1.4348 0.22 0.33 0.20
H -3.6098 1.3803 -3.1963 0.31 -0.16 -0.05
H -2.5062 3.6035 0.3133 0.28 -0.14 -0.36
H -1.1774 1.5698 -4.0422 -0.55 0.68 -0.02
H -0.2471 4.0840 -0.6671 -0.23 0.16 -0.19
P -0.6306 -1.9226 -0.6960 -0.31 -1.27 -0.20
C 3.2171 1.7709 -1.4454 0.58 0.05 -0.04
C 4.1866 2.7033 -2.1826 -0.18 0.58 0.09
H 3.5551 1.5798 -0.4111 -0.01 -0.08 -0.39
H 2.2847 2.3638 -1.3182 0.32 -0.32 0.04
H 4.4118 3.5705 -1.5496 -0.05 -0.11 -0.11
H 5.1395 2.2596 -2.4619 -0.30 0.00 0.03
H 3.7037 3.0950 -3.0827 0.24 -0.10 0.01
C 2.3365 0.3367 -3.9292 -0.16 0.25 -0.15
C 3.4798 0.4392 -4.9271 -0.12 0.08 -0.54
H 1.7070 1.2503 -3.9873 0.42 -0.65 0.07
H 1.6638 -0.4981 -4.2095 0.37 0.20 0.19
H 3.0592 0.6623 -5.9153 0.25 -0.11 0.09
H 4.1833 1.2405 -4.6787 -0.11 -0.20 -0.01
H 4.0105 -0.5162 -4.9921 0.05 0.25 -0.03
C 4.3564 -0.8719 -2.1047 0.21 -0.43 0.35
C 5.6660 -0.1070 -2.2368 0.60 -0.22 0.08
H 4.2921 -1.7018 -2.8316 -0.12 0.35 0.26
H 4.3223 -1.3337 -1.1011 0.06 0.00 -0.40
H 6.4958 -0.8088 -2.0831 -0.14 0.17 -0.04
H 5.8177 0.3598 -3.2166 -0.14 -0.12 0.24
H 5.7407 0.6567 -1.4547 0.10 -0.22 -0.20
C 0.3031 -3.3961 -0.0870 0.25 0.28 0.28
C 1.7821 -3.4401 -0.4470 0.28 -0.10 0.10
H -0.2080 -4.2846 -0.4917 0.01 0.30 0.11
H 0.1796 -3.4051 1.0061 0.12 -0.08 -0.35
H 2.2116 -4.3786 -0.0693 -0.02 0.26 -0.13
H 1.9613 -3.4087 -1.5295 -0.08 0.00 0.20
H 2.3292 -2.6133 0.0237 -0.10 -0.12 -0.13
C -0.5382 -2.2996 -2.5099 0.17 0.04 0.10
C -1.6024 -1.5980 -3.3463 -0.15 -0.10 -0.36
H -0.6641 -3.3898 -2.5864 0.13 0.26 -0.11
H 0.4776 -2.0461 -2.8555 -0.28 -0.17 -0.03
H -1.5874 -1.9987 -4.3705 -0.04 0.24 0.24
H -2.6135 -1.7630 -2.9490 0.28 0.06 -0.10
H -1.4509 -0.5100 -3.4233 0.01 -0.23 0.05
C -2.3257 -2.6144 -0.4019 -0.34 0.35 -0.29
C -2.5939 -3.1931 0.9782 -0.23 0.11 0.46
H -2.5010 -3.3959 -1.1613 0.10 0.32 0.12
H -3.0174 -1.7787 -0.6020 -0.06 -0.40 0.06
H -3.6177 -3.5826 1.0392 0.22 0.08 -0.11
H -1.9195 -4.0156 1.2487 -0.15 0.24 -0.17
H -2.5079 -2.4208 1.7498 -0.08 -0.20 -0.23
C 3.1590 1.0796 2.5550 0.06 -0.12 -0.10
P 1.5492 0.7096 1.7371 -0.54 0.00 0.83
C 1.0887 -0.9112 2.4974 0.25 -0.61 0.15
C -0.2515 -1.2168 2.7997 0.17 0.01 -0.04
C -0.5977 -2.4391 3.3768 0.25 0.13 -0.07
C 0.3733 -3.4240 3.5739 -0.12 0.41 0.18
C 1.7100 -3.1222 3.3220 0.12 -0.11 -0.15
C 2.0734 -1.8767 2.7977 -0.41 0.24 0.00
C 0.4119 1.7942 2.6989 0.33 0.97 0.19
C 0.0943 1.5664 4.0501 -0.33 -0.01 -0.07
C -0.8554 2.3636 4.6992 0.36 -0.07 -0.31
C -1.4595 3.4212 4.0159 0.12 -0.17 -0.03
C -1.0548 3.7351 2.7207 0.20 0.23 0.04
C -0.0681 2.9763 2.0928 -0.26 -0.78 0.17
H 3.9462 0.4504 2.1262 -0.04 0.13 0.13
H 3.0706 0.8825 3.6302 0.06 0.00 -0.24
H 3.4354 2.1314 2.4169 -0.14 -0.21 -0.09
H -1.0351 -0.4785 2.6103 0.19 -0.20 0.08
H -1.6301 -2.6167 3.6755 0.26 -0.05 -0.15
H 0.0693 -4.3986 3.9497 0.21 0.20 0.05
H 2.4788 -3.8701 3.5369 -0.24 0.31 -0.11
H 3.1288 -1.6451 2.6480 -0.26 -0.15 -0.01
H 0.5730 0.7516 4.6056 -0.29 0.23 -0.32
H -1.1037 2.1591 5.7382 0.02 0.08 -0.20
H -2.2087 4.0273 4.5109 0.02 -0.03 -0.03
H -1.4762 4.6047 2.2138 0.16 -0.13 0.21
H 0.3389 3.3024 1.1297 -0.21 -0.27 0.27
```
Positions in Å, forces in eV/Å.